1.
Here is a molecular structure, C18H18Cl4O2Pd from the Open Molecules 2025 dataset. Energies are from wB97M-V/def2-TZVPD.

```
! RIJCOSX wB97M-V def2-TZVPD def2/J DEFGRID3
* xyz -2 1
Pd 0.671 -0.714 0.076
C -1.296 -2.824 0.810
C -1.190 -1.312 0.877
C -0.353 -0.708 1.894
C 0.242 -1.529 3.034
C -0.457 0.719 2.053
C 0.504 1.385 3.012
C -1.421 1.460 1.403
C -1.507 2.955 1.645
C -2.309 0.839 0.475
C -3.250 1.701 -0.346
C -2.204 -0.511 0.232
C -3.135 -1.196 -0.744
H -2.096 -3.225 1.457
H -0.358 -3.285 1.107
H -1.497 -3.150 -0.209
H 1.291 -1.771 2.867
H -0.298 -2.471 3.153
H 0.168 -0.999 3.991
H 0.080 1.494 4.020
H 0.790 2.377 2.664
H 1.422 0.803 3.094
H -0.844 3.528 0.981
H -1.237 3.212 2.670
H -2.521 3.326 1.486
H -4.239 1.833 0.114
H -3.403 1.279 -1.339
H -2.832 2.696 -0.502
H -2.658 -1.328 -1.722
H -4.056 -0.633 -0.890
H -3.420 -2.187 -0.386
Cl 6.369 0.401 -4.023
C 4.728 0.101 -3.497
C 3.724 -0.096 -4.418
Cl 4.071 -0.051 -6.131
C 2.409 -0.349 -3.961
Cl 1.114 -0.594 -5.119
C 2.055 -0.416 -2.602
O 0.864 -0.638 -2.191
C 3.127 -0.206 -1.619
O 2.857 -0.255 -0.370
C 4.417 0.040 -2.119
Cl 5.680 0.298 -0.928
*
```

Properties
lowest unoccupied orbital energy	4.90	eV
max |F|	0.4	eV/Å
Kohn-Sham gap	4.99	eV
HOMO	-0.09	eV
energy	-2815.86340	a.u.

2.
Here is a single C28H37F2NO3 molecule in a non-equilibrium geometry from the Open Molecules 2025 dataset. Energies are from wB97M-V/def2-TZVPD.

```
! RIJCOSX wB97M-V def2-TZVPD def2/J DEFGRID3
* xyz 0 1
H -6.309 0.899 0.847
N -5.883 1.673 0.337
C -5.009 1.260 -0.478
C -4.666 -0.230 -0.618
C -3.369 -0.562 0.122
C -2.608 -1.610 -0.172
C -2.930 -2.611 -1.262
C -2.578 -1.941 -2.644
C -1.322 -1.831 0.589
O -0.928 -2.939 0.895
C -0.608 -0.547 0.959
C 0.762 -0.462 0.987
O 1.492 -1.576 0.680
C 2.136 -1.522 -0.609
C 1.740 -2.694 -1.519
C 1.385 -2.170 -2.940
C 2.862 -3.755 -1.553
C 4.157 -3.242 -2.243
C 2.338 -5.015 -2.266
C 1.333 0.759 1.298
C 2.843 0.829 1.330
C 3.436 0.286 2.659
F 2.647 0.709 3.709
C 0.539 1.858 1.574
C 1.224 3.193 1.861
C 1.769 3.826 0.535
C 0.581 4.291 -0.295
F 0.975 5.027 -1.405
C -0.855 1.770 1.584
C -1.747 2.955 1.886
C -1.647 3.489 3.309
C -1.645 4.798 3.504
C -1.391 0.540 1.270
C -2.892 0.320 1.251
O -3.633 0.778 2.097
H -4.468 2.008 -1.062
H -4.454 -0.371 -1.681
H -5.505 -0.839 -0.281
H -3.988 -2.870 -1.263
H -2.302 -3.496 -1.183
H -1.937 -2.582 -3.247
H -2.066 -0.989 -2.475
H -3.490 -1.687 -3.186
H 3.218 -1.590 -0.429
H 1.967 -0.539 -1.058
H 0.854 -3.225 -1.161
H 2.183 -2.326 -3.670
H 1.146 -1.105 -2.926
H 0.508 -2.703 -3.316
H 3.129 -4.072 -0.539
H 4.023 -2.256 -2.695
H 5.017 -3.214 -1.573
H 4.390 -3.915 -3.074
H 1.374 -5.314 -1.842
H 2.222 -4.809 -3.335
H 3.025 -5.858 -2.162
H 3.321 0.263 0.530
H 3.228 1.840 1.234
H 4.435 0.720 2.750
H 3.496 -0.803 2.614
H 2.099 2.960 2.472
H 0.603 3.893 2.415
H 2.322 3.087 -0.044
H 2.393 4.672 0.833
H -0.018 3.451 -0.655
H -0.021 4.938 0.351
H -2.791 2.776 1.636
H -1.432 3.767 1.226
H -1.622 2.776 4.127
H -1.626 5.261 4.484
H -1.679 5.468 2.648
*
```

Properties
lowest unoccupied orbital energy	-0.64	eV
max |F|	1.6	eV/Å
SMILES string	[H]/N=C\CC1=C(CC)C(=O)c2c(OC[C@@H](C)C(C)C)c(CCF)c(CCCF)c(CC=C)c2C1=O
Kohn-Sham gap	8.51	eV
HOMO	-9.15	eV
energy	-1569.25168	a.u.

3.
Here is 4 unconnected molecules or ions with the total composition C31H41BBrClN4O10P in a non-equilibrium geometry from the Open Molecules 2025 dataset. Energies are from wB97M-V/def2-TZVPD.

```
! RIJCOSX wB97M-V def2-TZVPD def2/J DEFGRID3
* xyz 1 1
C -3.046 -2.075 3.039
C -2.964 -2.565 1.574
C -1.571 -2.393 0.965
C -1.320 -0.958 0.554
N 0.061 -0.835 0.007
Cl -0.024 -1.449 -1.642
C 0.497 0.515 -0.210
N -0.426 1.499 -0.512
C -0.481 1.958 -1.922
C -0.450 3.470 -2.155
C -1.857 4.022 -2.297
N -2.142 4.826 -3.403
O -2.709 3.774 -1.449
P -1.063 2.580 0.714
O -2.606 2.097 0.863
Br -0.209 1.731 2.608
N 1.768 0.730 -0.118
C 2.354 2.055 -0.344
B 2.468 3.006 0.945
O 2.204 4.345 0.806
O 2.844 2.531 2.158
C 2.733 -0.328 0.246
C 3.394 -1.096 -0.926
C 2.979 -2.585 -0.943
C 3.256 -0.425 -2.291
H -3.464 -2.853 3.666
H -2.048 -1.846 3.399
H -3.676 -1.194 3.113
H -3.170 -3.631 1.558
H -3.712 -2.101 0.935
H -1.470 -3.075 0.123
H -0.817 -2.697 1.689
H -2.028 -0.645 -0.210
H -1.422 -0.352 1.444
H -1.371 1.549 -2.389
H 0.366 1.524 -2.447
H 0.072 3.635 -3.097
H 0.116 4.017 -1.405
H -1.356 4.944 -4.023
H -2.951 4.478 -3.897
H -2.713 1.484 1.600
H 3.379 1.871 -0.660
H 1.880 2.581 -1.163
H 2.426 4.686 -0.062
H 3.349 3.199 2.631
H 2.275 -0.984 0.973
H 3.519 0.198 0.781
H 4.457 -1.101 -0.699
H 3.820 -3.228 -0.728
H 2.504 -2.858 -1.881
H 2.236 -2.792 -0.175
H 2.247 -0.113 -2.532
H 3.655 -1.095 -3.044
H 3.884 0.466 -2.330
C 1.400 2.989 5.573
C 0.090 3.074 5.779
C -0.465 3.300 7.138
O -1.659 3.374 7.321
C 0.504 3.429 8.257
C 1.816 3.344 8.050
C 2.368 3.118 6.691
O 3.561 3.044 6.493
H 1.825 2.825 4.589
H -0.628 2.987 4.974
H 0.080 3.594 9.239
H 2.538 3.435 8.851
C 2.818 -7.694 -3.153
C 2.993 -6.974 -2.048
C 4.198 -6.131 -1.863
O 4.356 -5.473 -0.854
C 5.203 -6.118 -2.953
C 5.031 -6.837 -4.059
C 3.823 -7.682 -4.247
O 3.662 -8.333 -5.254
H 1.947 -8.318 -3.309
H 2.275 -6.969 -1.238
H 6.075 -5.497 -2.795
H 5.751 -6.845 -4.867
C -5.645 0.794 -4.046
C -6.949 1.027 -3.923
C -7.517 1.585 -2.666
O -8.702 1.795 -2.554
C -6.573 1.873 -1.556
C -5.269 1.639 -1.681
C -4.710 1.081 -2.934
O -3.516 0.871 -3.043
H -5.210 0.388 -4.950
H -7.654 0.826 -4.719
H -7.006 2.284 -0.653
H -4.559 1.848 -0.890
*
```

Properties
lowest unoccupied orbital energy	-3.69	eV
max |F|	1.5	eV/Å
Kohn-Sham gap	8.28	eV
HOMO	-11.97	eV
energy	-5577.48683	a.u.